Formula: C25H34BBaCl2N6O2Si
Source: OMol25
Level of theory: ωB97M-V/def2-TZVPD

```
72
Properties=species:S:1:pos:R:3:forces:R:3
Ba 0.67667 0.34924 -1.27152 -0.1 -0.2 -0.9
C -1.35368 -1.09852 -4.67960 0.0 0.0 0.1
C -2.09351 -1.47287 -3.43349 0.0 -0.1 0.0
C -3.29128 -2.19288 -3.30553 0.0 0.1 0.0
C -3.53083 -2.24713 -1.94605 0.0 0.0 -0.1
C -4.67447 -2.89530 -1.23764 0.0 0.0 0.0
N -2.51950 -1.60195 -1.32712 -0.1 0.0 0.0
N -1.63863 -1.12745 -2.23947 0.1 0.1 0.0
B -2.33897 -1.43444 0.20005 0.0 0.0 -0.1
N -1.05553 -2.16364 0.67735 -0.1 -0.1 0.1
N 0.14690 -2.00798 0.07110 0.1 0.1 0.1
C 1.02165 -2.75622 0.72415 0.0 -0.1 0.0
C 2.46241 -2.79658 0.32631 -0.1 0.0 0.0
C 0.37901 -3.43786 1.76896 0.0 0.0 0.0
C -0.94187 -3.04123 1.69900 0.2 -0.1 0.0
C -2.06536 -3.50197 2.56925 0.0 0.1 -0.1
N -2.39476 0.07285 0.59231 -0.1 -0.1 0.1
N -1.85470 1.06286 -0.16342 -0.1 0.0 -0.2
C -2.18570 2.21299 0.40356 0.0 -0.1 0.1
C -1.75343 3.52208 -0.17179 0.0 0.0 0.0
C -2.94471 1.97959 1.56064 0.0 0.0 0.0
C -3.05446 0.60736 1.64549 0.0 0.1 0.0
C -3.73789 -0.17169 2.71880 0.0 0.0 -0.1
H -1.84768 -1.51546 -5.55594 0.0 0.0 0.0
H -0.32911 -1.47364 -4.65327 0.0 0.0 0.0
H -1.30933 -0.01426 -4.80058 0.0 0.0 0.0
H -3.90066 -2.61304 -4.08924 0.0 0.0 0.0
H -5.34642 -3.33595 -1.97310 0.0 0.0 0.0
H -5.23714 -2.17532 -0.64208 0.0 0.0 0.0
H -4.33276 -3.68366 -0.56552 0.0 0.0 0.0
H -3.26170 -1.97123 0.74414 0.0 0.0 0.0
H 2.66172 -2.10288 -0.49294 0.0 0.0 0.0
H 2.75229 -3.79641 -0.00162 0.0 0.0 0.0
H 3.09865 -2.52075 1.16816 0.0 0.0 0.0
H 0.80883 -4.13010 2.47468 0.0 0.0 0.0
H -1.70395 -4.30703 3.20763 0.0 0.0 0.0
H -2.90509 -3.87375 1.98170 0.0 0.0 0.0
H -2.43661 -2.70215 3.20908 0.0 0.0 0.0
H -1.19978 3.36802 -1.09700 0.0 0.0 0.0
H -1.10466 4.05282 0.52782 0.0 0.0 0.0
H -2.61155 4.16224 -0.38373 0.0 0.0 0.0
H -3.35106 2.70438 2.24748 0.0 0.0 0.0
H -4.31591 0.51420 3.33670 0.0 0.0 0.0
H -3.00933 -0.66799 3.36094 0.0 0.0 0.0
H -4.40681 -0.93162 2.31501 0.0 0.0 0.0
Cl 1.51281 5.29475 4.91064 0.0 0.0 0.0
C 1.35968 4.02902 3.71527 0.0 0.0 0.0
C 0.88146 2.77085 4.11378 0.0 0.0 0.0
C 0.77279 1.76634 3.19633 0.0 -0.1 -0.1
Cl 0.18436 0.20551 3.67032 0.0 0.0 0.0
C 1.13427 1.92576 1.81130 0.0 0.2 0.2
O 1.08669 0.96197 1.00374 0.1 0.1 0.7
C 1.55511 3.24684 1.44809 -0.1 -0.2 0.0
C 1.79607 3.60799 0.06943 0.0 0.1 -0.1
O 1.51091 2.97242 -0.93615 0.0 0.0 0.1
C 1.69068 4.26052 2.41156 0.0 0.0 -0.1
H 0.60374 2.59651 5.14432 0.0 0.0 0.0
H 2.25881 4.60754 -0.05489 0.0 0.0 0.0
H 2.04227 5.23871 2.10354 0.0 0.0 0.0
C 4.62975 0.75271 -0.48620 0.0 0.0 0.0
Si 3.95948 0.40185 -2.26623 0.0 -0.1 -0.1
C 4.68176 1.93700 -3.18343 0.0 0.0 0.0
C 5.20373 -0.95665 -2.83889 0.0 0.0 0.0
H 5.71309 0.93271 -0.49861 0.0 0.0 0.0
H 4.44120 -0.08283 0.19592 0.0 0.0 0.0
H 4.15248 1.63601 -0.04815 0.0 0.0 0.0
H 5.75654 2.04845 -2.98873 0.0 0.0 0.0
H 4.18319 2.85429 -2.85500 0.0 0.0 0.0
H 4.54397 1.86045 -4.26636 0.0 0.0 0.0
H 6.24283 -0.64075 -2.67817 0.0 0.0 0.0
H 5.08310 -1.18217 -3.90281 0.0 0.0 0.0
H 5.04998 -1.89151 -2.29024 0.0 0.0 0.0
```
Positions in Å, forces in eV/Å.

HOMO (eV): -3.1
Spin multiplicity: 1
Net charge: -1
Kohn-Sham gap (eV): 5.47


Formula: C25H34Cl39N4O4PSSi2
Source: OMol25
Level of theory: ωB97M-V/def2-TZVPD

```
110
Properties=species:S:1:pos:R:3:forces:R:3
C -2.60903 3.39264 2.10274 -0.5 0.7 0.8
C -1.11312 3.93300 1.70566 1.6 -0.1 -1.3
C -0.35902 4.94590 2.79348 -0.1 0.8 -1.3
N -0.40829 3.64123 0.56467 -1.8 -1.5 4.8
Si -0.06128 1.88551 0.39415 0.1 1.5 0.2
C 1.57505 1.65605 -0.61175 1.5 0.7 -0.9
C 2.43390 3.08107 -0.78184 0.3 0.7 1.6
N 2.14000 3.80511 -2.07719 1.5 1.2 0.7
O -0.15140 0.95404 1.87901 2.8 2.2 -1.1
Si 1.23543 1.20934 2.92489 -2.2 -2.0 1.9
N 2.02289 -0.38915 3.17151 0.1 1.6 -0.7
N 2.34507 2.53162 2.42035 8.3 -3.3 1.8
C 3.62762 2.05672 2.71983 0.6 -2.0 1.8
O 4.78962 1.49083 3.15040 -9.3 5.0 -3.7
C 0.51510 1.75963 4.66773 -0.5 1.5 3.9
C -1.08300 1.89372 5.00688 5.2 3.1 3.1
C -1.54151 2.41241 6.49374 4.1 -0.1 -1.2
C -0.38724 2.79746 7.60607 0.7 -1.2 -3.0
C 1.22126 2.65439 7.30805 -3.9 -1.7 -3.7
C 1.67026 2.12694 5.80543 -4.4 0.4 1.0
P -1.67934 1.06887 -0.92283 -1.5 -1.8 -2.0
O -2.11905 2.18110 -2.20039 0.5 -3.1 1.0
O -0.94472 -0.35399 -1.69238 0.8 1.5 1.6
S -3.20538 0.38099 0.08959 0.6 0.6 -0.5
H -2.92916 3.90797 3.12383 0.8 -1.1 -2.1
H -3.45651 3.69312 1.32476 2.2 -0.6 1.3
H -2.69786 2.23452 2.24719 0.5 2.1 -0.5
H -1.09315 5.82065 3.12079 1.5 -2.0 -0.5
H 0.56598 5.43536 2.22284 -2.1 -1.1 1.1
H 0.09574 4.38048 3.71441 -1.3 0.8 -1.7
H 1.28858 1.34543 -1.72628 0.7 0.4 2.4
H 2.32710 0.89079 -0.12582 -1.6 1.2 -1.1
H 3.59995 2.87816 -0.69625 -2.5 0.1 -0.3
H 2.18609 3.82811 0.11435 0.5 -1.9 -1.8
H 1.68887 4.74398 -1.86487 0.6 -1.8 -0.2
H 3.09814 4.08676 -2.44442 -1.8 -0.5 0.3
H 2.50690 -0.74316 2.31581 -0.4 0.2 1.3
H 2.62845 -0.42052 4.02163 -0.6 -0.1 -1.2
H -1.84778 1.63101 4.16113 3.0 2.6 1.2
H -2.70006 2.51340 6.70539 2.8 -0.2 -0.3
H -0.76257 3.19235 8.65602 1.0 -0.9 -2.4
H 2.08090 2.90953 8.05993 -3.2 -1.3 -0.9
H 2.80997 2.04046 5.52877 -2.6 0.2 0.6
H -2.68236 1.66657 -2.86017 0.9 0.8 1.2
H -0.21397 -0.72185 -1.08038 -1.7 0.9 -1.3
C -1.12754 -2.86669 -4.11864 0.0 0.1 0.1
Cl -0.32963 -4.35747 -3.58900 -0.2 0.4 0.0
Cl -0.35743 -2.23584 -5.58444 -0.1 0.0 0.1
Cl -2.85444 -3.15017 -4.39601 0.2 0.0 0.1
H -1.02386 -2.12052 -3.32673 -0.1 -0.2 -0.2
C 0.98260 -6.94254 -0.37349 0.0 -0.1 0.1
Cl 1.74304 -5.43454 0.16249 -0.1 -0.1 -0.1
Cl 0.66630 -6.89460 -2.11626 0.1 -0.2 0.3
Cl 2.00191 -8.33288 0.03568 0.0 0.3 -0.1
H 0.02759 -7.05061 0.14701 0.4 0.0 -0.2
C -3.92557 -0.77336 4.18051 -0.8 -0.4 0.2
Cl -3.08407 -2.14914 3.44653 0.0 0.3 -0.1
Cl -2.76097 0.40589 4.80715 -3.3 -3.8 -0.2
Cl -5.01250 -0.01103 3.00709 0.5 0.4 0.8
H -4.52539 -1.14258 5.01629 0.1 0.1 -0.4
C -1.91392 -10.23184 -0.82322 0.0 -0.2 0.0
Cl -0.29094 -10.44813 -1.50054 -0.3 0.0 0.0
Cl -2.15618 -11.30434 0.56625 0.0 0.1 -0.2
Cl -2.17348 -8.54212 -0.35746 0.0 -0.2 0.0
H -2.64557 -10.49348 -1.59191 0.2 0.1 0.2
C 1.52939 6.96581 -4.35115 0.0 0.1 0.0
Cl 0.60232 7.00542 -2.84165 0.1 0.1 -0.2
Cl 3.26831 6.93242 -4.01256 -0.2 0.0 -0.1
Cl 1.05989 5.56757 -5.33297 0.0 0.2 0.1
H 1.30598 7.87420 -4.91645 0.1 -0.3 0.2
C 1.07371 -8.65437 3.97236 0.0 -0.1 0.0
Cl 0.24902 -8.71912 5.53930 0.1 0.0 -0.2
Cl 0.18691 -9.59827 2.76313 0.1 0.1 0.2
Cl 1.26046 -6.97581 3.43661 0.0 -0.2 0.1
H 2.06872 -9.09152 4.08854 -0.3 0.2 0.0
C -2.46032 -8.75687 -4.08441 0.1 0.1 -0.1
Cl -1.85601 -7.52087 -5.20098 0.0 -0.2 0.2
Cl -4.00066 -8.25028 -3.37005 0.1 -0.1 -0.1
Cl -2.64148 -10.31105 -4.91576 0.1 0.1 0.2
H -1.73127 -8.87982 -3.27942 -0.2 0.1 -0.3
C 5.18658 4.24082 7.31519 0.3 0.3 0.0
Cl 3.45787 3.85237 7.33268 2.5 1.4 -0.4
Cl 5.66399 5.02227 8.83210 0.0 0.0 -0.2
Cl 6.14971 2.77961 7.03823 -0.2 0.2 0.0
H 5.37462 4.93792 6.49462 0.0 -0.2 0.3
C 1.90061 3.27053 -8.17565 0.0 0.1 0.1
Cl 2.69852 1.77974 -7.64600 -0.1 0.2 0.0
Cl 2.67073 3.90137 -9.64144 -0.1 0.0 0.1
Cl 0.17372 2.98705 -8.45302 0.2 0.1 0.1
H 2.00429 4.01670 -7.38374 0.0 -0.3 -0.3
C -0.84884 5.48708 -11.40906 0.0 -0.1 0.0
Cl -2.60203 5.41523 -11.16246 0.2 0.0 0.0
Cl -0.45519 5.32168 -13.12873 0.0 0.0 0.2
Cl -0.19134 7.00036 -10.76319 0.0 -0.2 0.0
H -0.39072 4.65439 -10.86925 -0.1 0.3 -0.2
C -7.37792 -2.58140 1.41439 0.2 0.0 -0.2
Cl -8.90465 -1.90355 0.82343 0.1 -0.1 0.1
Cl -6.00093 -1.68810 0.74695 -0.5 -0.6 -0.5
Cl -7.33273 -2.56151 3.18556 -0.1 -0.1 -0.1
H -7.30969 -3.61969 1.07978 0.0 0.4 0.1
C -1.96317 -2.85361 7.02925 0.2 0.1 0.0
Cl -1.54406 -1.21812 7.56695 0.0 -0.2 0.0
Cl -1.57768 -4.04008 8.28753 0.0 0.1 -0.2
Cl -3.67803 -2.94463 6.59286 0.1 -0.2 0.4
H -1.36914 -3.08725 6.14200 -0.2 0.1 0.3
C 6.03901 2.36666 -9.81884 -0.1 0.0 0.0
Cl 6.79945 3.87466 -9.28285 -0.1 -0.2 0.0
Cl 5.72270 2.41460 -11.56161 0.0 0.0 0.2
Cl 7.05832 0.97632 -9.40966 -0.2 0.1 0.0
H 5.08399 2.25858 -9.29834 0.3 0.0 -0.2
```
Positions in Å, forces in eV/Å.

HOMO (eV): -8.7
Spin multiplicity: 1
Kohn-Sham gap (eV): 7.88


Formula: C25H34N4O4S
Source: OMol25
Level of theory: ωB97M-V/def2-TZVPD

```
68
Properties=species:S:1:pos:R:3:forces:R:3
O 3.92307 -0.70586 -1.18437 0.2 -0.2 -0.3
C 3.72027 -0.00231 -0.21409 -0.1 0.1 0.4
C 4.75472 0.26998 0.86709 0.4 -0.2 -0.1
C 6.11464 -0.41033 0.65359 -0.4 0.0 -0.3
C 6.79963 0.06533 -0.62808 0.2 0.1 0.2
C 8.17931 -0.57102 -0.76329 -0.1 0.0 -0.2
C 8.06459 -2.09182 -0.76357 0.2 0.1 0.2
C 7.38125 -2.57136 0.51280 -0.2 -0.1 -0.2
C 6.00150 -1.93498 0.64796 0.2 0.0 0.2
N 2.50357 0.57798 -0.02633 -0.4 0.0 -0.1
C 2.13501 1.53496 0.98800 0.2 0.3 0.2
C 1.97985 2.92694 0.36604 -0.1 -0.1 0.1
C 0.94045 2.88569 -0.76060 0.3 0.2 0.0
C -0.42674 2.68034 -0.21312 -0.6 -0.2 -0.2
N -1.39977 2.00995 -0.74647 0.4 0.0 -0.2
C -2.42880 2.18597 0.13819 1.0 0.6 0.4
C -3.74708 1.61447 -0.05541 -0.6 -0.2 0.0
C -3.99873 0.83802 -1.18574 0.0 0.1 0.2
C -5.25720 0.29851 -1.37975 0.0 0.0 -0.1
C -6.24922 0.53514 -0.44643 -0.6 -0.2 -0.1
S -7.88167 -0.18682 -0.69168 -0.3 -0.1 0.0
O -8.05299 -0.42111 -2.09384 0.3 -0.1 0.0
O -8.83156 0.62375 0.00904 0.2 0.0 0.3
N -7.88861 -1.68087 0.04805 -0.3 1.0 -0.6
C -6.98073 -2.66869 -0.49006 0.4 -0.4 -0.4
C -5.73612 -2.64505 0.41705 0.0 -0.1 0.0
C -6.21965 -1.99433 1.72619 0.0 0.0 0.1
C -7.70943 -1.68857 1.48242 0.0 0.1 0.7
C -6.01563 1.31717 0.67059 -0.1 0.1 0.1
C -4.76043 1.85998 0.87142 0.1 -0.1 -0.2
N -2.08526 2.92593 1.16138 -1.2 -0.3 0.3
O -0.78624 3.25489 0.94358 0.8 0.0 -0.4
C 1.28786 1.78750 -1.77093 -0.2 -0.1 0.2
C 1.49428 0.45068 -1.05923 0.0 -0.1 -0.4
H 4.34317 -0.06652 1.82273 0.0 0.1 0.0
H 4.91404 1.35036 0.92326 -0.1 0.0 0.1
H 6.74646 -0.11959 1.50440 0.0 0.0 0.0
H 6.89366 1.15490 -0.61553 0.0 0.1 0.0
H 6.18462 -0.21534 -1.48276 0.0 0.1 0.0
H 8.81129 -0.25493 0.07132 0.1 0.0 0.0
H 8.65294 -0.23248 -1.68729 0.1 0.0 0.0
H 9.05636 -2.54175 -0.84892 0.0 0.0 -0.1
H 7.47444 -2.40694 -1.62633 0.0 -0.1 -0.1
H 7.99517 -2.30091 1.37643 0.1 0.0 0.1
H 7.28602 -3.65916 0.49870 0.0 0.0 0.1
H 5.52503 -2.27395 1.57189 -0.1 0.0 0.0
H 5.37599 -2.24028 -0.19042 0.0 0.0 0.0
H 2.87090 1.56295 1.78840 -0.1 0.0 0.0
H 1.17703 1.22181 1.42238 0.1 0.0 0.1
H 1.68010 3.64354 1.13130 0.1 0.0 0.0
H 2.93770 3.24212 -0.05147 0.0 0.0 0.0
H 0.92867 3.85745 -1.27122 0.0 -0.1 0.1
H -3.20371 0.67508 -1.89656 0.0 0.0 -0.1
H -5.49194 -0.28600 -2.25524 0.0 -0.1 -0.1
H -6.77823 -2.43010 -1.53199 0.0 -0.2 0.0
H -7.47420 -3.64412 -0.44306 0.0 0.1 -0.1
H -5.35793 -3.65235 0.58084 0.1 0.0 0.0
H -4.94033 -2.05399 -0.03527 0.0 -0.1 0.0
H -6.09582 -2.65905 2.57904 0.0 0.0 0.1
H -5.66588 -1.07781 1.92786 0.0 -0.1 0.0
H -8.04020 -0.73298 1.88370 -0.1 -0.1 0.2
H -8.33912 -2.48069 1.89869 0.0 0.1 0.0
H -6.82846 1.50703 1.35361 -0.1 0.1 0.1
H -4.54614 2.47707 1.72963 0.0 0.1 0.1
H 0.48500 1.69099 -2.50031 0.0 0.0 -0.1
H 2.20752 2.06139 -2.28977 0.0 0.0 0.0
H 1.83713 -0.30757 -1.76422 -0.1 0.1 0.1
H 0.55455 0.12171 -0.60418 0.0 0.0 0.0
```
Positions in Å, forces in eV/Å.

HOMO (eV): -9.3
Energy above the lowest of the compared OMol25 structures with the same formula, charge and spin (kJ/mol): 269.72
Spin multiplicity: 1
Kohn-Sham gap (eV): 9.14